Entry 1:
Below is a 6-piece molecular cluster, C30H30F40O9S overall in a non-equilibrium geometry, with properties calculated with ωB97M-V with the def2-TZVPD basis set.

```
110
Properties=species:S:1:pos:R:3:lowdin_charge:R:1
F -5.890 -2.021 -2.274 0.10
C -4.752 -2.285 -1.608 -0.30
F -5.097 -2.383 -0.296 0.09
C -3.694 -1.196 -1.804 -0.42
F -4.110 -0.007 -1.302 0.12
F -2.597 -1.549 -1.068 0.06
C -3.210 -0.988 -3.256 -0.04
O -3.799 0.093 -3.991 0.04
C -5.018 -0.154 -4.658 -0.51
F -5.292 -1.470 -4.633 0.14
F -4.800 0.155 -5.956 0.15
C -6.166 0.706 -4.120 -0.28
F -6.382 0.481 -2.807 0.10
F -7.323 0.419 -4.763 0.10
H -4.379 -3.261 -1.926 0.15
H -2.156 -0.707 -3.180 0.14
H -3.207 -1.916 -3.831 0.15
H -5.949 1.769 -4.249 0.18
F -5.443 -7.024 -4.471 0.10
C -5.937 -6.137 -3.590 -0.30
F -5.874 -4.923 -4.197 0.09
C -5.150 -6.110 -2.279 -0.43
F -3.873 -5.705 -2.484 0.12
F -5.721 -5.159 -1.480 0.10
C -5.138 -7.424 -1.468 -0.04
O -3.986 -8.265 -1.606 0.04
C -3.965 -9.179 -2.681 -0.51
F -5.173 -9.216 -3.271 0.14
F -3.784 -10.399 -2.128 0.15
C -2.826 -8.898 -3.667 -0.28
F -2.926 -7.662 -4.200 0.10
F -2.858 -9.774 -4.698 0.10
H -6.991 -6.367 -3.415 0.18
H -5.117 -7.124 -0.416 0.15
H -6.068 -7.987 -1.575 0.15
H -1.855 -8.975 -3.172 0.18
F -5.503 -0.163 4.893 0.09
C -5.145 -1.263 4.205 -0.30
F -4.621 -2.125 5.114 0.09
C -4.120 -0.963 3.110 -0.43
F -2.962 -0.505 3.641 0.13
F -3.812 -2.148 2.503 0.10
C -4.578 0.002 1.994 -0.04
O -4.166 1.370 2.118 0.04
C -4.963 2.228 2.903 -0.50
F -6.111 1.608 3.231 0.14
F -5.313 3.255 2.096 0.15
C -4.211 2.776 4.120 -0.27
F -3.784 1.783 4.928 0.11
F -5.015 3.569 4.870 0.07
H -6.045 -1.724 3.790 0.17
H -4.083 -0.339 1.081 0.12
H -5.645 -0.086 1.776 0.15
H -3.340 3.356 3.811 0.17
F -1.632 7.267 7.996 0.09
C -1.984 8.198 8.900 -0.30
F -1.343 7.871 10.051 0.09
C -3.495 8.248 9.135 -0.44
F -3.945 7.084 9.658 0.13
F -3.730 9.202 10.085 0.10
C -4.363 8.618 7.911 -0.04
O -4.977 7.539 7.195 0.04
C -4.217 6.900 6.192 -0.50
F -3.087 7.595 5.966 0.14
F -4.945 6.993 5.057 0.15
C -3.957 5.423 6.506 -0.27
F -3.286 5.272 7.667 0.10
F -3.197 4.848 5.541 0.08
H -1.603 9.168 8.570 0.17
H -5.212 9.182 8.309 0.15
H -3.859 9.317 7.240 0.14
H -4.894 4.870 6.586 0.17
F 9.441 2.941 -3.291 0.10
C 9.597 1.636 -3.004 -0.30
F 8.551 1.298 -2.204 0.08
C 10.925 1.348 -2.297 -0.43
F 10.982 1.969 -1.097 0.13
F 10.966 0.008 -2.029 0.09
C 12.206 1.679 -3.095 -0.04
O 12.852 2.925 -2.806 0.03
C 12.393 4.076 -3.481 -0.51
F 11.532 3.721 -4.452 0.14
F 13.471 4.593 -4.112 0.14
C 11.816 5.125 -2.525 -0.28
F 10.772 4.636 -1.823 0.10
F 11.358 6.199 -3.212 0.10
H 9.505 1.061 -3.929 0.18
H 12.944 0.928 -2.797 0.15
H 12.078 1.527 -4.170 0.14
H 12.573 5.462 -1.814 0.18
C 8.675 -3.148 -2.072 -0.09
C 8.179 -1.633 -1.951 -0.27
O 6.954 -1.344 -2.657 -0.18
C 5.827 -1.985 -2.032 -0.17
C 4.479 -1.135 -2.071 -0.11
O 3.521 -1.570 -3.081 -0.01
C 2.742 -2.644 -2.602 -0.54
O 3.146 -3.530 -1.841 0.08
O 1.398 -2.732 -3.067 -0.44
S 0.295 -2.434 -1.810 0.83
H 9.818 -3.145 -2.092 0.07
H 8.307 -3.671 -3.025 0.09
H 8.359 -3.768 -1.161 0.08
H 8.990 -0.948 -2.366 0.09
H 8.089 -1.370 -0.833 0.13
H 5.609 -2.984 -2.545 0.14
H 6.048 -2.204 -0.924 0.14
H 4.662 -0.009 -2.204 0.15
H 3.966 -1.256 -1.050 0.14
H 0.625 -3.211 -0.710 -0.09
```

Summary:
* HOMO energy: -9.812 eV
* SMILES: FC(F)C(F)(F)COC(F)(F)C(F)F.FC(F)C(F)(F)COC(F)(F)C(F)F.FC(F)C(F)(F)COC(F)(F)C(F)F.FC(F)C(F)(F)COC(F)(F)C(F)F.FC(F)C(F)(F)COC(F)(F)C(F)F.CCOCCOC(=O)OS
* LUMO energy: 0.1 eV
* E: -6231.03748 Ha
* frontier orbital gap: 9.9 eV

***

Entry 2:
Below is C30H30N6O2Zr as an isolated structure in a non-equilibrium geometry, with properties calculated with ωB97M-V with the def2-TZVPD basis set.

```
69
Properties=species:S:1:pos:R:3:lowdin_charge:R:1
Zr 0.605 -0.199 0.524 1.88
C 2.329 0.798 -2.076 -0.11
N 1.119 -0.020 -1.825 -0.24
C -0.084 0.666 -2.335 -0.10
C -0.445 1.808 -1.406 -0.26
C -1.484 2.664 -1.711 0.02
C -1.691 3.767 -0.906 0.01
C -0.845 3.993 0.175 -0.01
C 0.129 3.066 0.451 -0.09
N 0.327 1.969 -0.310 -0.02
C 1.303 -1.371 -2.422 -0.08
C 0.752 -2.480 -1.566 -0.25
C 0.186 -3.607 -2.118 0.02
C -0.198 -4.644 -1.277 0.00
C -0.003 -4.521 0.089 -0.01
C 0.537 -3.350 0.570 -0.09
N 0.916 -2.344 -0.235 -0.03
C 3.423 0.340 -1.155 -0.26
C 4.751 0.374 -1.528 0.01
C 5.707 -0.116 -0.651 -0.01
C 5.293 -0.650 0.558 -0.01
C 3.948 -0.644 0.859 -0.10
N 3.019 -0.136 0.036 0.02
H 2.637 0.711 -3.120 0.15
H 2.097 1.843 -1.888 0.13
H 0.077 1.075 -3.337 0.15
H -0.905 -0.048 -2.391 0.13
H -2.103 2.478 -2.580 0.14
H -2.496 4.457 -1.126 0.13
H -0.953 4.866 0.803 0.13
H 0.775 3.170 1.313 0.13
H 0.891 -1.409 -3.431 0.15
H 2.377 -1.547 -2.510 0.14
H 0.053 -3.678 -3.190 0.13
H -0.644 -5.541 -1.688 0.13
H -0.282 -5.310 0.773 0.13
H 0.677 -3.193 1.632 0.12
H 5.031 0.766 -2.497 0.13
H 6.756 -0.101 -0.920 0.13
H 5.999 -1.075 1.258 0.12
H 3.582 -1.066 1.782 0.10
C 2.661 -0.075 4.274 0.01
C 1.506 0.206 3.375 -0.39
O 1.384 -0.581 2.310 -0.27
C 0.580 1.159 3.670 0.01
C -0.676 1.286 2.995 -0.29
C -1.778 2.066 3.626 0.00
N -0.859 0.679 1.847 -0.12
N -2.144 0.743 1.303 0.12
C -2.246 -0.074 0.314 -0.39
O -1.199 -0.813 -0.084 -0.24
C -3.510 -0.227 -0.423 -0.16
C -3.584 -1.124 -1.487 -0.03
C -4.769 -1.266 -2.195 -0.06
C -5.878 -0.509 -1.841 -0.05
C -5.806 0.386 -0.779 -0.05
C -4.627 0.530 -0.070 -0.02
H 2.569 -1.089 4.668 0.11
H 2.692 0.624 5.105 0.10
H 3.604 -0.016 3.730 0.08
H 0.725 1.738 4.569 0.12
H -1.398 2.679 4.439 0.09
H -2.525 1.376 4.027 0.11
H -2.290 2.676 2.884 0.08
H -2.720 -1.727 -1.739 0.10
H -4.832 -1.969 -3.015 0.11
H -6.804 -0.622 -2.390 0.12
H -6.676 0.966 -0.501 0.12
H -4.562 1.216 0.764 0.11
```

Summary:
* net charge: +2
* energy relative to the best compared isomer or geometry (same formula, charge and spin): 9.3 kcal/mol
* HOMO energy: -13.436 eV
* LUMO energy: -5.8 eV
* E: -1686.98914 Ha
* frontier orbital gap: 7.6 eV

***

Entry 3:
Below is C30H30N8O7SSiTi as an isolated structure, with properties calculated with ωB97M-V with the def2-TZVPD basis set.

```
78
Properties=species:S:1:pos:R:3:lowdin_charge:R:1
Ti 0.185 0.120 1.214 1.10
N -2.782 -1.772 -6.370 0.10
C -2.531 -1.660 -5.014 -0.31
C -2.083 -0.449 -4.474 -0.02
C -1.794 -0.353 -3.128 -0.06
C -1.947 -1.465 -2.308 -0.29
C -2.390 -2.673 -2.828 -0.05
C -2.680 -2.767 -4.173 -0.02
S -1.603 -1.322 -0.603 0.62
O -1.873 0.073 -0.226 -0.36
O -2.282 -2.359 0.108 -0.25
N -0.006 -1.334 -0.338 -0.19
C 0.685 -2.532 -0.288 -0.46
N 0.220 -3.605 -0.925 0.15
C 0.920 -4.724 -0.768 -0.11
C 2.071 -4.792 -0.003 -0.04
C 2.482 -3.607 0.585 -0.08
N 1.799 -2.483 0.441 0.10
H -2.974 -0.915 -6.861 0.09
H -3.377 -2.533 -6.651 0.09
H -1.970 0.416 -5.117 0.11
H -1.474 0.589 -2.701 0.10
H -2.502 -3.521 -2.167 0.12
H -3.028 -3.707 -4.586 0.11
H 0.538 -5.599 -1.282 0.11
H 2.619 -5.714 0.123 0.10
H 3.379 -3.544 1.194 0.11
O 0.689 0.604 4.645 0.05
C 0.796 1.525 3.876 -0.45
O 0.747 1.450 2.563 -0.27
H 0.969 2.556 4.225 0.14
C 3.302 2.060 1.050 -0.20
Si 2.764 0.274 0.781 0.62
C 3.277 -0.098 -0.998 -0.20
C 3.745 -0.805 1.971 -0.29
C 3.263 -1.158 3.234 -0.09
C 4.006 -1.970 4.080 -0.07
C 5.248 -2.446 3.685 -0.10
C 5.748 -2.101 2.437 -0.10
C 5.001 -1.288 1.593 -0.11
H 4.347 2.162 0.742 0.04
H 3.230 2.333 2.102 0.02
H 2.708 2.770 0.470 0.02
H 4.369 -0.076 -1.052 0.03
H 2.929 0.680 -1.679 0.01
H 2.939 -1.067 -1.361 0.02
H 2.292 -0.813 3.569 0.07
H 3.606 -2.232 5.052 0.11
H 5.824 -3.081 4.345 0.10
H 6.717 -2.463 2.119 0.10
H 5.410 -1.039 0.621 0.09
O -1.510 -1.792 3.969 0.16
N -1.052 -1.120 3.108 -0.50
O -1.570 -0.057 2.666 -0.04
O 0.059 -1.441 2.508 -0.13
C 0.084 3.209 -2.044 -0.02
C 0.375 2.096 -1.279 -0.13
N -0.039 1.982 -0.015 -0.02
C -0.798 2.942 0.508 -0.06
C -1.197 4.058 -0.210 -0.19
C -0.711 4.205 -1.501 0.01
C -2.138 5.015 0.418 -0.04
C -3.375 4.688 0.779 -0.02
C -4.030 3.391 0.490 -0.28
C -4.898 2.815 1.407 0.00
C -5.472 1.605 1.056 -0.11
N -5.234 1.014 -0.110 0.10
C -4.388 1.649 -0.915 -0.20
N -3.774 2.801 -0.681 0.15
H 0.460 3.280 -3.055 0.11
H 0.949 1.268 -1.673 0.10
H -1.116 2.806 1.534 0.14
H -0.984 5.074 -2.087 0.13
H -1.767 6.010 0.639 0.12
H -3.967 5.408 1.333 0.11
H -5.107 3.284 2.359 0.11
H -6.153 1.096 1.728 0.11
H -4.169 1.170 -1.862 0.11
```

Summary:
* energy relative to the best compared isomer or geometry (same formula, charge and spin): 89.1 kcal/mol
* HOMO energy: -8.151 eV
* LUMO energy: -0.5 eV
* E: -3663.09313 Ha
* frontier orbital gap: 7.6 eV

***

Entry 4:
Below is C30H31Cl63N2OS as an isolated structure in a non-equilibrium geometry, with properties calculated with ωB97M-V with the def2-TZVPD basis set.

```
128
Properties=species:S:1:pos:R:3:lowdin_charge:R:1
C 5.487 -0.615 0.459 -0.17
O 5.529 0.184 -0.724 -0.25
C 5.077 -0.554 -1.878 -0.17
C 3.555 -0.910 -1.643 -0.14
C 3.182 -2.312 -1.590 -0.09
C 1.746 -2.658 -1.330 -0.46
N 1.215 -3.936 -1.238 -0.23
S -0.379 -3.621 -0.884 0.90
N -0.519 -1.967 -0.851 -0.23
C 0.777 -1.508 -1.124 -0.35
C 1.198 -0.058 -1.219 -0.07
C 2.611 0.265 -1.481 -0.21
C 3.034 1.758 -1.572 -0.12
H 4.459 -0.667 0.935 0.05
H 6.137 -0.100 1.229 0.08
H 5.796 -1.692 0.296 0.09
H 5.713 -1.474 -2.039 0.13
H 5.141 0.057 -2.818 0.12
H 4.001 -3.066 -1.744 0.12
H 0.497 0.799 -1.089 0.09
H 2.164 2.420 -1.285 0.01
H 3.275 2.024 -2.648 0.08
H 3.871 2.039 -0.878 0.06
C -0.291 3.843 0.529 -1.57
Cl 0.172 4.761 -0.911 0.52
Cl -1.663 2.784 0.177 0.53
Cl 1.077 2.906 1.140 0.56
H -0.586 4.547 1.305 -0.10
C 9.652 -0.117 1.252 -1.58
Cl 9.580 -1.268 2.592 0.53
Cl 8.759 -0.735 -0.147 0.54
Cl 9.014 1.456 1.748 0.53
H 10.689 0.011 0.970 -0.08
C -3.737 -1.257 -2.396 -1.53
Cl -3.856 -2.423 -1.068 0.46
Cl -4.607 -1.844 -3.821 0.51
Cl -4.355 0.324 -1.894 0.51
H -2.688 -1.146 -2.659 -0.04
C 3.467 -3.307 2.713 -1.49
Cl 3.595 -1.814 3.649 0.52
Cl 3.154 -2.951 1.009 0.71
Cl 4.934 -4.281 2.888 0.53
H 2.630 -3.880 3.101 -0.04
C 3.633 -0.434 7.574 -1.59
Cl 4.091 0.550 6.176 0.51
Cl 2.294 -1.513 7.162 0.48
Cl 5.019 -1.362 8.164 0.53
H 3.305 0.232 8.367 -0.09
C -8.433 -1.159 -1.668 -1.53
Cl -9.529 -2.275 -0.841 0.53
Cl -8.844 0.520 -1.277 0.54
Cl -6.757 -1.503 -1.238 0.49
H -8.549 -1.298 -2.738 -0.09
C 13.572 -1.811 -0.419 -1.52
Cl 14.475 -0.326 -0.740 0.53
Cl 11.834 -1.487 -0.380 0.57
Cl 13.947 -3.042 -1.630 0.53
H 13.871 -2.189 0.554 0.02
C -0.208 -0.673 -5.258 -1.51
Cl -1.783 0.079 -4.967 0.56
Cl 0.910 -0.304 -3.939 0.66
Cl -0.380 -2.420 -5.453 0.52
H 0.199 -0.265 -6.176 -0.06
C -10.375 -2.341 -5.075 -1.51
Cl -11.462 -3.463 -4.252 0.54
Cl -10.768 -0.671 -4.648 0.53
Cl -8.690 -2.696 -4.672 0.57
H -10.504 -2.463 -6.146 0.02
C -6.649 -1.300 2.931 -1.51
Cl -6.724 0.404 3.394 0.52
Cl -5.381 -1.566 1.733 0.47
Cl -6.385 -2.319 4.351 0.50
H -7.600 -1.573 2.482 0.01
C 5.671 4.556 -1.381 -1.51
Cl 6.581 6.052 -1.628 0.53
Cl 3.931 4.868 -1.452 0.54
Cl 6.137 3.342 -2.576 0.52
H 5.908 4.171 -0.393 0.02
C -2.627 -6.946 0.846 -1.53
Cl -3.506 -8.378 0.300 0.53
Cl -0.892 -7.135 0.562 0.51
Cl -3.234 -5.497 0.038 0.49
H -2.787 -6.833 1.914 0.01
C -10.958 2.903 -3.253 -1.55
Cl -12.143 2.815 -1.942 0.54
Cl -11.741 2.632 -4.817 0.51
Cl -10.126 4.462 -3.235 0.50
H -10.221 2.120 -3.100 -0.05
C -11.538 1.924 1.843 -1.55
Cl -12.631 0.798 2.657 0.52
Cl -11.978 3.595 2.213 0.52
Cl -9.861 1.605 2.302 0.49
H -11.632 1.776 0.771 -0.03
C 0.834 1.639 9.992 -1.51
Cl 1.477 2.773 11.184 0.53
Cl 1.683 1.808 8.450 0.58
Cl 0.953 -0.021 10.586 0.54
H -0.215 1.870 9.832 0.02
C 8.725 2.389 -5.547 -1.54
Cl 7.611 1.281 -4.730 0.50
Cl 8.329 4.069 -5.172 0.51
Cl 10.396 2.030 -5.098 0.53
H 8.621 2.247 -6.618 0.01
C 1.779 6.684 2.843 -1.50
Cl 0.139 6.400 2.240 0.59
Cl 1.975 5.984 4.453 0.54
Cl 2.979 6.026 1.723 0.51
H 1.936 7.756 2.914 0.02
C 2.862 -1.474 -7.748 -1.52
Cl 2.345 0.182 -7.402 0.56
Cl 3.029 -2.408 -6.257 0.52
Cl 1.729 -2.261 -8.853 0.53
H 3.833 -1.429 -8.231 0.01
C -2.308 -2.206 5.690 -1.52
Cl -0.665 -2.582 5.153 0.50
Cl -2.286 -0.884 6.865 0.52
Cl -3.338 -1.797 4.314 0.50
H -2.720 -3.086 6.175 0.02
C -8.783 8.522 -4.194 -1.54
Cl -8.882 7.315 -2.906 0.49
Cl -9.692 7.990 -5.614 0.52
Cl -9.374 10.088 -3.627 0.52
H -7.741 8.633 -4.478 0.01
C 1.255 -6.420 5.636 -1.52
Cl 0.046 -6.512 6.922 0.53
Cl 0.519 -6.760 4.064 0.51
Cl 2.033 -4.833 5.626 0.52
H 2.015 -7.172 5.827 0.02
```

Summary:
* HOMO energy: -8.505 eV
* LUMO energy: -0.6 eV
* E: -30736.56474 Ha
* frontier orbital gap: 7.9 eV

***

Entry 5:
Below is one molecule with the formula C30H31N5O6 in a non-equilibrium geometry, with properties calculated with ωB97M-V with the def2-TZVPD basis set.

```
72
Properties=species:S:1:pos:R:3:lowdin_charge:R:1
C -6.550 -5.419 1.945 -0.09
O -5.761 -4.581 1.134 -0.08
C -5.047 -3.589 1.730 -0.27
C -5.007 -3.342 3.095 -0.02
C -4.240 -2.292 3.572 0.00
C -3.518 -1.483 2.715 -0.11
N -2.758 -0.394 3.216 0.03
N -1.566 -0.247 2.663 0.17
C -0.780 0.733 2.972 -0.10
C 0.507 0.766 2.213 -0.41
O 1.515 1.337 2.593 0.06
N 0.446 0.078 1.056 0.09
C 1.547 0.062 0.133 -0.07
C 1.071 0.439 -1.269 -0.41
O -0.119 0.515 -1.528 0.05
N 2.022 0.681 -2.189 -0.05
C 3.450 0.516 -2.042 -0.11
C 3.933 -0.580 -3.009 -0.13
N 3.546 -0.322 -4.372 -0.10
C 4.401 0.210 -5.333 -0.15
C 4.130 -0.081 -6.672 -0.03
C 4.929 0.379 -7.701 -0.10
C 6.048 1.133 -7.411 -0.10
C 6.351 1.428 -6.092 -0.03
C 5.544 0.990 -5.052 -0.19
O 5.794 1.301 -3.734 -0.13
C 6.949 2.035 -3.417 -0.08
C 2.118 -0.132 -4.491 -0.13
C 1.642 0.988 -3.554 -0.10
C -1.140 1.713 3.964 -0.08
C -0.325 2.779 4.362 0.00
C -0.769 3.668 5.314 -0.06
C -2.031 3.526 5.889 -0.06
C -2.848 2.487 5.508 0.00
C -2.414 1.571 4.547 -0.06
C -3.306 0.479 4.156 -0.34
O -4.432 0.323 4.589 0.08
C -3.540 -1.735 1.328 -0.19
O -2.804 -0.917 0.539 -0.09
C -2.810 -1.127 -0.857 -0.07
C -4.308 -2.786 0.859 0.06
H -5.938 -5.980 2.658 0.10
H -7.037 -6.114 1.263 0.09
H -7.311 -4.850 2.488 0.10
H -5.560 -3.945 3.795 0.10
H -4.214 -2.094 4.631 0.12
H -0.444 -0.297 0.758 0.12
H 2.280 0.781 0.511 0.12
H 2.003 -0.937 0.101 0.14
H 3.940 1.459 -2.307 0.12
H 3.716 0.253 -1.022 0.12
H 3.470 -1.532 -2.712 0.13
H 5.013 -0.686 -2.944 0.13
H 3.277 -0.700 -6.902 0.11
H 4.682 0.134 -8.722 0.10
H 6.689 1.496 -8.199 0.10
H 7.223 2.026 -5.883 0.10
H 6.930 3.036 -3.861 0.10
H 6.946 2.127 -2.331 0.10
H 7.859 1.515 -3.731 0.10
H 1.610 -1.065 -4.216 0.13
H 1.855 0.124 -5.515 0.12
H 2.111 1.934 -3.848 0.14
H 0.557 1.090 -3.589 0.12
H 0.653 2.880 3.919 0.10
H -0.134 4.486 5.619 0.11
H -2.366 4.233 6.634 0.10
H -3.831 2.350 5.932 0.12
H -3.806 -0.965 -1.279 0.10
H -2.112 -0.396 -1.264 0.07
H -2.468 -2.135 -1.108 0.10
H -4.372 -3.014 -0.192 0.12
```

Summary:
* HOMO energy: -7.723 eV
* SMILES: COc1ccc(-n2nc(C(=O)NCC(=O)N3CCN(c4ccccc4OC)CC3)c3ccccc3c2=O)c(OC)c1
* LUMO energy: 0.3 eV
* E: -1887.01766 Ha
* frontier orbital gap: 8.1 eV